The following is a quantum chemistry calculation of a structure of composition C50H57F33O28V, from the Open Molecules 2025 dataset.

Results
- Frontier orbital gap: 6.19 eV
- DFT total energy: -225470.19489 eV
- HOMO level: -4.4 eV

```
! wB97M-V def2-TZVPD RIJCOSX def2/J DEFGRID3
* xyz -1 1
O 18.37752 15.97514 14.25175
V 18.82184 16.84165 12.99570
O 17.75136 18.07674 12.82254
C 22.79802 18.54905 12.90692
C 23.72780 18.88361 11.84580
C 23.23912 18.51959 10.35155
O 24.08538 18.42975 9.49794
C 21.87066 18.09173 10.10080
C 21.06250 17.92116 11.17600
C 21.56136 18.07185 12.61374
O 20.90698 17.71381 13.71021
O 19.94458 17.36569 10.88491
O 24.90632 19.23346 11.89646
H 23.06802 18.63108 13.94940
H 21.56240 17.94426 9.07628
C 15.93446 21.70022 14.77020
C 16.64764 20.40668 15.07575
O 16.59944 20.05974 16.43327
C 17.26562 19.00038 16.95762
O 18.14310 18.32317 16.35408
C 16.86004 18.61594 18.37040
F 15.99044 19.48955 18.92599
F 16.32052 17.35953 18.28901
F 17.99064 18.56644 19.04155
H 16.42938 22.64370 15.00045
H 14.97546 21.71277 15.28817
H 15.81168 21.73241 13.68762
H 17.70424 20.54572 14.84694
H 16.24351 19.63685 14.41837
C 28.82580 14.03913 13.42657
C 28.10846 15.11668 12.61039
O 26.71750 14.86924 12.78426
C 25.77114 15.61432 12.17924
O 26.02328 16.50810 11.32967
C 24.36396 15.24272 12.67843
F 24.31580 13.91198 12.93434
F 24.21168 15.82255 13.82695
F 23.30974 15.54537 11.83729
H 28.51746 13.00019 13.30984
H 28.70640 14.29894 14.47839
H 29.90240 14.13132 13.28318
H 28.34018 14.93590 11.56076
H 28.34714 16.13720 12.90987
C 13.56516 17.60380 15.73694
C 14.50598 16.42595 15.41076
O 14.22366 15.18974 16.04409
C 13.64178 14.14812 15.35004
O 13.47832 14.18525 14.14552
C 13.31930 12.86643 16.17196
F 11.99508 12.59046 15.98220
F 13.96594 11.75831 15.76571
F 13.57226 13.04460 17.43649
H 13.39422 17.62841 16.81317
H 12.62278 17.65176 15.19131
H 14.06918 18.55021 15.54102
H 15.51998 16.62919 15.75515
H 14.62274 16.25651 14.34036
C 21.21936 25.87976 15.21530
C 20.49002 25.71293 13.85954
O 20.53098 24.39220 13.32206
C 19.64144 23.49822 13.64468
O 18.65726 23.68843 14.34866
C 19.76785 22.11455 12.84823
F 20.17760 21.21934 13.75693
F 18.57720 21.72672 12.37095
F 20.65292 22.20357 11.87118
H 21.27342 26.96259 15.32783
H 22.22734 25.48169 15.33198
H 20.59896 25.45496 16.00444
H 20.93185 26.35661 13.09892
H 19.44875 25.98897 14.02591
C 17.23152 16.28541 7.23057
C 17.65762 16.10095 8.70547
O 16.77320 15.17312 9.23325
C 16.64214 15.10846 10.56828
O 17.28346 15.79160 11.38101
C 15.73520 13.94300 11.00201
F 14.89894 14.27631 12.00729
F 15.10972 13.42580 9.93358
F 16.48278 13.04617 11.58811
H 17.25356 15.43084 6.55431
H 17.81144 17.15133 6.91122
H 16.17376 16.53928 7.29986
H 17.47027 17.02770 9.24781
H 18.70288 15.79768 8.76487
C 16.56938 20.58247 9.75825
C 16.11573 19.77459 11.00471
O 14.82640 20.23717 11.41170
C 13.96506 19.46108 12.26573
O 14.28424 18.31985 12.58911
C 12.58454 20.06841 12.66344
F 12.55732 21.32154 12.25908
F 11.59424 19.41327 12.12968
F 12.32558 20.12608 13.99548
H 15.95854 20.32214 8.89385
H 17.58664 20.37998 9.42317
H 16.43142 21.65163 9.91937
H 16.84004 20.02309 11.78041
H 16.09940 18.69862 10.83113
C 20.02870 14.90387 18.90717
C 19.17006 15.18454 17.69422
O 18.74378 13.93801 17.13157
C 17.47071 13.52612 17.17699
O 16.55347 14.17913 17.68954
C 17.22378 12.23201 16.40119
F 16.44776 11.39802 17.14234
F 16.58322 12.64383 15.32233
F 18.36080 11.62457 15.98816
H 19.37023 14.47570 19.66293
H 20.44105 15.82924 19.30937
H 20.89319 14.26652 18.72136
H 19.79744 15.69473 16.96332
H 18.33622 15.82471 17.98230
C 21.41400 18.23488 17.53356
C 21.08360 19.66831 17.08296
O 22.21434 20.44887 17.25963
C 22.30492 21.69690 16.70149
O 21.37186 22.27460 16.11794
C 23.67398 22.42849 16.97901
F 24.62158 21.99822 16.14143
F 23.53876 23.72494 16.72128
F 24.12766 22.22371 18.23232
H 21.43170 18.07694 18.61191
H 22.18858 17.78022 16.91597
H 20.54096 17.62623 17.29810
H 20.20185 20.01597 17.62125
H 20.79010 19.74743 16.03620
C 21.85912 14.02311 15.05184
C 20.79330 12.97374 14.66568
O 20.73772 12.76693 13.25570
C 20.43279 13.73037 12.32773
O 19.85455 14.74828 12.61184
C 20.73349 13.30083 10.87454
F 21.56756 12.29479 10.86409
F 19.58206 13.11057 10.19217
F 21.25242 14.37887 10.24191
H 21.77842 14.54039 16.00788
H 21.82666 14.74601 14.23669
H 22.83144 13.53629 14.97632
H 19.85183 13.45394 14.93238
H 20.82814 12.05087 15.24464
C 10.66680 14.09838 8.56046
C 11.11378 15.09292 7.55513
O 11.64868 16.16521 8.20934
C 12.98234 16.41875 8.20219
O 13.87210 15.76273 7.59590
C 13.38364 17.64751 9.08700
F 13.80054 18.62095 8.35093
F 12.37028 17.96419 9.82463
F 14.48474 17.26451 9.84588
H 10.08902 14.57788 9.35062
H 11.47182 13.48088 8.95887
H 9.96747 13.38091 8.13119
H 10.25910 15.38765 6.94623
H 11.81994 14.63487 6.86259
C 17.94462 10.67245 12.94355
C 18.53606 10.06538 11.65532
O 17.65214 10.43038 10.54388
C 18.05888 10.35647 9.17135
O 19.15566 9.91094 8.78218
C 17.03800 10.82945 8.11095
F 17.41222 12.09737 7.79950
F 17.10034 10.06225 7.02177
F 15.83646 10.79372 8.60999
H 18.18787 11.73288 13.01003
H 18.38944 10.11947 13.77087
H 16.85948 10.64734 13.04316
H 18.68726 8.98753 11.71446
H 19.54713 10.40674 11.43324
*
```

Atom charges from the Löwdin analysis, given in e for atoms 1 to 5: O -0.33; V 0.98; O -0.33; C -0.02; C -0.32

---

The following is a quantum chemistry calculation of a structure of composition C50H57F3N8O6S2, from the Open Molecules 2025 dataset.

Results
- Frontier orbital gap: 9.12 eV
- DFT total energy: -106797.87172 eV
- HOMO level: -8.9 eV

```
! wB97M-V def2-TZVPD RIJCOSX def2/J DEFGRID3
* xyz 0 1
C -3.14822 6.81650 2.41884
C -4.00240 5.98882 1.32990
O -3.73543 6.37758 -0.02786
C -3.92764 4.41220 1.54386
C -2.57170 3.71375 1.10211
O -2.02809 3.94879 -0.23354
S -0.82151 2.75016 -0.25921
O -1.40624 1.43478 -0.72021
O 0.33846 2.96274 -1.17119
O -0.44763 2.67804 1.39300
C -1.30804 3.67896 2.07053
C -0.31122 4.93753 2.11120
C 1.16502 4.54854 2.64464
C 2.22113 4.30420 1.48080
S 3.97755 4.45174 2.14284
C -1.55399 3.13351 3.56894
O -2.66175 2.19677 3.49614
C -3.44557 2.20639 4.64797
F -3.98294 3.44035 4.98344
F -4.53490 1.35011 4.38332
F -2.70868 1.61160 5.67130
H -2.15983 7.09198 1.94125
H -2.95742 6.19746 3.36008
H -3.75334 7.73168 2.70618
H -5.09318 6.28352 1.52675
H -2.77320 6.37125 -0.18733
H -4.75353 3.96166 0.88624
H -4.20211 4.09037 2.60653
H -2.87599 2.60628 1.01762
H -0.26701 5.50398 1.11937
H -0.70270 5.70390 2.86990
H 1.51965 5.45247 3.24431
H 1.11786 3.67203 3.37884
H 2.15498 5.02999 0.61523
H 2.13634 3.23988 1.09296
H 4.30700 3.14255 2.52750
H -1.67998 3.96921 4.31986
H -0.63041 2.53140 3.85192
N -2.78902 10.06267 2.45315
C -3.17669 10.77544 1.38508
C -2.74309 12.06415 1.11897
C -1.85955 12.65588 2.00913
C -1.44388 11.94157 3.12300
C -1.93298 10.65722 3.29718
H -3.87038 10.27112 0.72012
H -3.08782 12.59144 0.23863
H -1.49822 13.66343 1.83657
H -0.75541 12.37198 3.83905
H -1.63435 10.05733 4.15100
N 4.45623 0.59523 2.79261
C 4.21236 -0.05415 3.94096
C 3.77010 -1.36539 4.00587
C 3.56296 -2.04685 2.81560
C 3.80531 -1.39879 1.61397
C 4.24942 -0.08753 1.65645
H 4.38597 0.52218 4.84381
H 3.59187 -1.84108 4.96196
H 3.21562 -3.07397 2.82366
H 3.65348 -1.90051 0.66579
H 4.45651 0.46160 0.74396
N -7.50709 -0.86517 0.65943
C -8.70125 -0.91834 1.26699
C -8.92166 -0.50971 2.57262
C -7.84520 -0.02014 3.29731
C -6.59809 0.04403 2.69355
C -6.48325 -0.38634 1.38109
H -9.51080 -1.31137 0.66085
H -9.90946 -0.57317 3.01132
H -7.97670 0.30839 4.32238
H -5.73693 0.41908 3.22799
H -5.52959 -0.35261 0.86399
N 4.62568 -2.52707 -1.70753
C 5.32560 -3.50287 -2.30735
C 6.56139 -3.31319 -2.90380
C 7.10895 -2.04052 -2.88584
C 6.40824 -1.01137 -2.27536
C 5.18088 -1.30299 -1.70313
H 4.85485 -4.48055 -2.29937
H 7.08133 -4.13967 -3.37083
H 8.07354 -1.85164 -3.34347
H 6.80648 -0.00494 -2.24390
H 4.59744 -0.53235 -1.21106
N 2.12119 -7.50681 2.06818
C 1.81667 -7.37459 0.76833
C 2.42902 -6.46488 -0.07910
C 3.41139 -5.63915 0.44505
C 3.74418 -5.75385 1.78658
C 3.07572 -6.69748 2.54976
H 1.04011 -8.03988 0.40571
H 2.14431 -6.40339 -1.12235
H 3.91316 -4.91302 -0.18520
H 4.50633 -5.12451 2.22922
H 3.30331 -6.82687 3.60305
N 0.03363 -5.58689 -3.75658
C -0.89713 -6.46301 -3.34873
C -1.84214 -6.18669 -2.37428
C -1.82528 -4.93310 -1.78088
C -0.87216 -4.00846 -2.18244
C 0.02722 -4.38117 -3.16828
H -0.86836 -7.43027 -3.83933
H -2.57138 -6.93230 -2.08748
H -2.54774 -4.67888 -1.01327
H -0.82903 -3.02090 -1.74060
H 0.78901 -3.69211 -3.51853
N 6.67477 -1.88748 -6.78211
C 7.41046 -1.72344 -7.89123
C 8.05815 -0.54335 -8.21998
C 7.93725 0.53411 -7.35524
C 7.18045 0.39194 -6.20165
C 6.57505 -0.83128 -5.96192
H 7.47244 -2.59294 -8.53724
H 8.64156 -0.46886 -9.12890
H 8.42795 1.47505 -7.57785
H 7.06370 1.21188 -5.50414
H 5.97625 -0.99273 -5.07251
N -3.71686 -8.84785 -3.43133
C -3.95726 -9.50108 -2.28469
C -4.39506 -10.81395 -2.22162
C -4.60137 -11.49425 -3.41219
C -4.36213 -10.84190 -4.61244
C -3.92246 -9.52883 -4.56801
H -3.78452 -8.92644 -1.38027
H -4.57046 -11.29180 -1.26619
H -4.94488 -12.52260 -3.40491
H -4.51295 -11.34166 -5.56081
H -3.71825 -8.97744 -5.48002
*
```

Atom charges from the Löwdin analysis, given in e for atoms 1 to 5: C -0.05; C -0.38; O -0.05; C -0.05; C -0.26

---

The following is a quantum chemistry calculation of a cluster of 11 separate species, C50H58F48N4O8 in total, from the Open Molecules 2025 dataset.

Results
- Frontier orbital gap: 10.21 eV
- DFT total energy: -205568.58536 eV
- SMILES string: FC(F)C(F)(F)COC(F)(F)C(F)F.FC(F)C(F)(F)COC(F)(F)C(F)F.FC(F)C(F)(F)COC(F)(F)C(F)F.FC(F)C(F)(F)COC(F)(F)C(F)F.FC(F)C(F)(F)COC(F)(F)C(F)F.FC(F)C(F)(F)COC(F)(F)C(F)F.O=C1CCCO1.CCCC#N.CCCC#N.CCCC#N.CCCC#N
- HOMO level: -9.9 eV

```
! wB97M-V def2-TZVPD RIJCOSX def2/J DEFGRID3
* xyz 0 1
F 26.88889 25.24499 -2.99207
C 25.64073 25.77941 -3.03678
F 24.80870 24.90125 -2.46661
C 25.51433 27.22434 -2.44881
F 25.76551 27.39955 -1.11676
F 24.35403 27.75235 -2.71355
C 26.59164 28.16769 -3.10359
O 26.57270 28.07747 -4.55269
C 26.39168 29.28088 -5.32803
F 25.23065 29.77888 -4.97533
F 27.31487 30.12833 -4.89607
C 26.48794 29.00709 -6.85819
F 25.47260 28.24318 -7.30732
F 26.46586 30.08972 -7.61335
H 25.37362 25.83001 -4.09233
H 27.60891 27.94972 -2.77841
H 26.38477 29.17629 -2.74578
H 27.36930 28.38689 -7.02147
F 20.15434 28.55361 2.96025
C 20.60847 29.06966 1.82940
F 21.54526 28.26110 1.30302
C 19.49989 29.48846 0.76358
F 18.82765 28.43535 0.25142
F 20.10589 29.99263 -0.28406
C 18.55051 30.45143 1.44797
O 19.12062 31.61793 2.10791
C 18.53583 32.89347 1.86112
F 18.57783 33.27930 0.55075
F 17.25778 32.86989 2.15000
C 19.30332 33.93413 2.71247
F 18.81959 35.19488 2.56953
F 19.32516 33.58076 4.02755
H 21.17541 29.90954 2.23099
H 18.10635 29.92776 2.29448
H 17.76334 30.82976 0.79580
H 20.30697 34.12877 2.33445
F 22.28263 24.31867 -7.27969
C 21.48986 24.75530 -6.35610
F 20.36601 23.99918 -6.33291
C 22.19655 24.97340 -5.06762
F 23.30696 25.73363 -5.26650
F 22.75861 23.82814 -4.56451
C 21.29261 25.63929 -3.97376
O 20.67765 26.88336 -4.27850
C 20.02449 27.42012 -3.13720
F 19.31117 26.51076 -2.52834
F 20.99631 27.82228 -2.26036
C 19.19581 28.63118 -3.52907
F 18.78867 29.41506 -2.49586
F 19.68187 29.39828 -4.46398
H 21.21231 25.74477 -6.71946
H 21.96071 25.76405 -3.12159
H 20.51983 24.93656 -3.66219
H 18.30924 28.17333 -3.96775
F 29.10289 30.36079 1.25343
C 28.86283 30.30863 -0.05352
F 28.29065 29.12651 -0.25538
C 28.06671 31.48218 -0.68477
F 26.75868 31.36190 -0.40333
F 28.26944 31.55337 -2.02345
C 28.57958 32.80787 -0.07408
O 29.98262 32.97771 -0.32209
C 30.35216 33.98077 -1.21833
F 29.56211 33.91391 -2.29776
F 30.07975 35.13352 -0.59989
C 31.87490 33.88434 -1.48138
F 32.19207 32.73727 -2.09204
F 32.39193 34.89682 -2.21769
H 29.86192 30.25214 -0.48563
H 28.46312 32.79042 1.00954
H 27.87851 33.51553 -0.51659
H 32.36924 34.00061 -0.51691
F 24.02751 37.64042 -5.08779
C 23.86128 36.93127 -3.95461
F 23.33888 37.68719 -3.01065
C 23.03029 35.62866 -4.22317
F 21.89749 35.99341 -4.72125
F 22.83168 34.95421 -3.08223
C 23.71011 34.75715 -5.31384
O 25.06279 34.42134 -4.93783
C 25.85906 33.66968 -5.86500
F 25.24270 32.49226 -5.97597
F 25.81983 34.20800 -7.11138
C 27.34546 33.62205 -5.29830
F 27.42696 33.25203 -4.01051
F 28.14222 32.78913 -6.02015
H 24.83966 36.59796 -3.60853
H 23.68961 35.33452 -6.23814
H 23.22982 33.82057 -5.59713
H 27.79112 34.61599 -5.33779
F 25.42365 33.41814 0.47553
C 25.11248 34.34239 1.37153
F 26.29409 34.67465 1.91343
C 24.35910 35.54691 0.65623
F 25.00306 35.96181 -0.42959
F 24.43597 36.57184 1.54207
C 22.86959 35.27458 0.36190
O 22.27022 36.24865 -0.48882
C 21.16980 36.96131 0.07940
F 20.22481 36.13716 0.52357
F 21.67962 37.60200 1.11237
C 20.65336 37.89495 -1.01356
F 20.37372 37.30100 -2.17315
F 19.64814 38.73127 -0.65788
H 24.56378 33.90589 2.20609
H 22.39866 35.17475 1.33984
H 22.73869 34.32848 -0.16334
H 21.52413 38.50526 -1.25312
O 23.01602 29.84170 -9.77528
C 22.85224 29.71836 -8.59315
C 22.95266 30.73670 -7.57378
C 22.10561 30.08807 -6.46344
C 22.35751 28.61573 -6.60781
O 22.51441 28.50927 -8.04029
H 23.94047 31.03263 -7.22056
H 22.50152 31.66626 -7.92092
H 22.47398 30.43150 -5.49677
H 21.02793 30.24175 -6.51897
H 23.22565 28.23043 -6.07304
H 21.47537 28.13466 -6.18533
C 24.34534 28.04477 2.34027
C 25.90212 28.08895 2.16201
C 26.71128 29.04182 3.08484
C 26.41613 30.48102 2.86726
N 26.19104 31.61934 2.72113
H 23.98941 29.04489 2.09296
H 24.07396 27.80487 3.36833
H 23.91264 27.24331 1.74148
H 26.08554 28.39689 1.13263
H 26.31163 27.09188 2.32404
H 27.78995 28.96054 2.95081
H 26.45564 28.78957 4.11397
C 23.92354 32.12400 -2.40028
C 23.44353 30.71206 -2.10203
C 23.61573 30.37155 -0.62336
C 22.96693 31.23512 0.39987
N 22.48854 31.96333 1.12415
H 23.62491 32.50560 -3.37665
H 25.01225 32.07141 -2.40662
H 23.66745 32.93084 -1.71360
H 23.98850 30.04295 -2.76792
H 22.39816 30.63192 -2.40017
H 24.68049 30.33184 -0.39358
H 23.18257 29.39186 -0.42168
C 21.64763 30.53155 5.30825
C 22.45384 31.61978 4.65192
C 22.43018 32.94325 5.50376
C 22.73988 34.17923 4.75926
N 22.94776 35.16062 4.18977
H 20.60108 30.83314 5.35143
H 22.01803 30.27824 6.30160
H 21.66259 29.60665 4.73167
H 21.95769 31.95810 3.74226
H 23.48405 31.37065 4.39757
H 23.14180 32.81302 6.31907
H 21.44368 33.10696 5.93750
C 19.85998 32.77342 -2.16860
C 18.56351 33.20570 -2.87848
C 18.70366 34.00356 -4.17448
C 19.71831 33.64801 -5.11251
N 20.56010 33.42252 -5.89419
H 20.31820 33.65710 -1.72449
H 20.58511 32.23542 -2.77921
H 19.52558 32.12285 -1.36049
H 17.90398 33.73495 -2.19071
H 18.02545 32.27886 -3.07735
H 18.82352 35.06514 -3.95817
H 17.79698 33.90805 -4.77190
*
```

Atom charges from the Löwdin analysis, given in e for atoms 1 to 5: F 0.10; C -0.30; F 0.10; C -0.44; F 0.10

---

Q: Among the records above, which one has the highest frontier orbital gap?
A: C50H58F48N4O8

---

Q: Which value of frontier orbital gap does entry 1 give?
A: 6.19 eV

---

Q: Look up the DFT total energy of the first one.
A: -225470.19489 eV